Density functional theory data (the ωB97M-V functional and the def2-TZVPD basis) for a cluster of 8 separate species, C3H23N2O8 in total.

Each line ends with the Löwdin charge.
Cartesian coordinates (Å):
C  -0.2057  0.7474  0.8201  -0.125
C  0.1070  -0.7068  1.0877  -0.102
C  0.4103  -1.4422  -0.2115  -0.504
N  1.7114  -1.6189  -0.4715  0.219
O  -0.5153  -1.8216  -0.9237  0.017
N  -1.3371  0.9061  -0.1357  0.173
H  0.6392  1.2654  0.3744  0.127
H  -0.4519  1.2977  1.7235  0.139
H  1.0278  -0.6813  1.6730  0.089
H  -0.5965  -1.2513  1.7138  0.124
H  2.3486  -1.4955  0.3005  0.062
H  2.0541  -2.1081  -1.2825  0.130
H  -2.2250  0.5999  0.2710  0.148
H  -1.2429  0.3702  -0.9830  0.082
H  -1.5097  1.8849  -0.4537  0.095
H  -1.8104  4.3505  -0.5025  0.071
H  -1.7641  3.4940  -1.8446  0.015
O  -1.5480  3.5121  -0.8886  -0.057
H  0.9744  -3.3889  4.0192  0.046
H  0.6182  -1.8988  4.2217  0.045
O  0.7216  -2.5850  3.5560  -0.050
H  -1.4938  3.0140  -4.0023  0.068
H  -2.2636  1.9111  -3.3442  0.013
O  -2.2495  2.8894  -3.4133  -0.056
H  3.1205  1.3855  2.5607  0.053
H  3.6260  0.4430  1.5183  0.011
O  2.8658  1.0128  1.7086  -0.055
H  -2.3445  -1.7352  -0.2871  0.024
H  -3.4911  -1.8066  -1.2758  0.056
O  -3.1321  -1.2428  -0.5830  -0.062
H  -2.1490  -0.5015  -2.8594  0.060
H  -1.0962  0.1513  -3.8449  0.086
O  -1.6455  0.2920  -3.0684  -0.032
H  5.0431  -1.4480  1.5584  0.071
H  3.7088  -2.2841  1.8436  0.063
O  4.0950  -1.5109  1.4251  -0.044

The value obtained for the energy above the lowest of the compared OMol25 structures with the same formula, charge and spin is 12.2 kcal per mole. The calculation puts the molar mass at 215.22 Da. The net charge is +1. The calculation puts the lowest unoccupied orbital energy at -2.35 eV. The calculated total energy comes out at -839.377533 Ha. As for the largest force on an atom: 1.30 eV Å⁻¹.